ORCA calculation (ωB97M-V with the def2-TZVPD basis set) on C22H24N4O5PtS2 as an isolated structure.

Properties
- net charge = +2
- molar mass (g/mol) = 683.67
- spin multiplicity = 5
- LUMO (spin up / spin down) (eV) = -7.28 / -8.88

Atoms and positions in Å:
Pt1 0.51 -0.79 -0.30
C1 -1.14 3.38 -0.36
C2 -0.96 1.90 -0.32
N1 0.22 1.34 -0.28
O1 1.32 2.11 -0.25
C3 -2.04 0.95 -0.31
C4 -3.48 1.27 -0.30
N2 -1.64 -0.36 -0.32
O2 -2.50 -1.22 -0.33
H1 -0.55 3.82 -1.16
H2 -0.84 3.83 0.59
H3 -2.17 3.65 -0.55
H4 1.07 3.05 -0.25
H5 -3.68 2.33 -0.16
H6 -3.97 0.70 0.50
H7 -3.94 0.94 -1.23
N3 1.39 -2.60 -0.04
S1 1.32 -3.32 1.44
C5 2.83 -2.92 2.28
C6 3.78 -2.10 1.71
C7 4.94 -1.84 2.43
C8 5.12 -2.40 3.69
C9 4.16 -3.23 4.24
C10 3.00 -3.51 3.53
C11 0.14 -2.26 2.23
C12 -1.15 -2.73 2.41
C13 -2.11 -1.88 2.94
C14 -1.77 -0.58 3.28
C15 -0.48 -0.11 3.09
C16 0.50 -0.95 2.57
H8 1.49 -3.30 -0.76
H9 3.63 -1.68 0.72
H10 5.70 -1.20 2.01
H11 6.03 -2.20 4.24
H12 4.31 -3.68 5.21
H13 2.25 -4.18 3.94
H14 -1.40 -3.75 2.15
H15 -3.11 -2.25 3.11
H16 -2.52 0.07 3.71
H17 -0.21 0.90 3.40
H18 1.54 -0.63 2.51
N4 0.65 -0.95 -2.62
C17 -0.06 0.15 -3.20
C18 -1.43 0.04 -3.40
C19 -2.16 1.17 -3.74
C20 -1.50 2.38 -3.89
C21 -0.12 2.47 -3.78
C22 0.60 1.34 -3.43
S2 -2.45 3.85 -4.10
O3 -3.75 3.59 -3.59
O4 -1.66 4.94 -3.56
O5 -2.46 4.21 -5.57
H19 0.24 -1.84 -2.88
H20 1.63 -0.96 -2.89
H21 -1.94 -0.91 -3.27
H22 -3.23 1.12 -3.88
H23 0.38 3.42 -3.94
H24 1.68 1.40 -3.30

***

ORCA calculation (ωB97M-V with the def2-TZVPD basis set) on a 2-piece molecular cluster, C4H11N3O2 overall in a non-equilibrium geometry.

Properties
- molar mass (g/mol) = 133.15
- SMILES string = [H]/N=C(/N)NC.CC(=O)O
- spin multiplicity = 1
- LUMO (eV) = 0.82

Atoms and positions in Å:
C1 2.39 3.06 0.79
C2 2.29 1.58 0.78
O1 1.83 0.93 1.70
O2 2.55 1.04 -0.41
H1 2.85 3.22 1.78
H2 1.40 3.54 1.01
H3 2.80 3.51 -0.10
C3 -3.21 -1.23 -0.67
C4 -0.72 -1.22 -0.41
N1 0.03 -2.35 -0.09
N2 -1.98 -1.22 0.18
N3 -0.14 -0.47 -1.26
H4 1.05 -2.39 -0.03
H5 -0.41 -2.95 0.60
H6 -2.18 -1.86 0.93
H7 -0.55 0.41 -1.62
H8 2.47 0.06 -0.49
H9 -3.94 -2.03 -0.63
H10 -2.78 -1.26 -1.75
H11 -3.75 -0.36 -0.32

***

ORCA calculation (ωB97M-V with the def2-TZVPD basis set) on C2H3N3OS as an isolated structure in a non-equilibrium geometry.

Properties
- molar mass (g/mol) = 117.13
- spin multiplicity = 1
- LUMO (eV) = 0.34

Atoms and positions in Å:
C1 0.63 0.18 -0.42
C2 -0.76 1.05 0.80
H1 2.07 -0.99 -1.87
H2 -2.09 -0.69 0.59
H3 0.09 -1.69 0.07
N1 0.33 1.22 0.16
N2 -1.18 -0.18 0.56
N3 -0.14 -0.82 -0.26
O1 -1.26 1.94 1.50
S1 2.29 -0.02 -1.13

***

ORCA calculation (ωB97M-V with the def2-TZVPD basis set) on a 2-piece molecular cluster, C30H42BrN2O7P2 overall in a non-equilibrium geometry.

Properties
- net charge = +1
- molar mass (g/mol) = 684.53
- spin multiplicity = 1
- LUMO (eV) = -3.02

Atoms and positions in Å:
C1 1.12 -0.20 1.69
C2 0.48 1.20 1.69
C3 -0.99 1.17 2.12
O1 -1.87 1.78 1.17
C4 -2.60 0.93 0.39
C5 -3.63 0.17 0.95
C6 -3.98 0.39 2.42
C7 -5.07 1.46 2.51
C8 -4.68 2.79 2.39
C9 -5.61 3.82 2.42
C10 -6.96 3.53 2.56
C11 -7.36 2.20 2.70
C12 -6.42 1.18 2.67
C13 -4.36 -0.73 0.17
P1 -5.65 -1.77 1.03
N1 -5.09 -3.38 0.81
O2 -6.92 -1.68 0.00
C14 -4.10 -0.83 -1.22
C15 -4.93 -1.78 -2.07
P2 -6.31 -0.91 -2.96
O3 -7.57 -1.65 -2.81
O4 -5.91 -0.77 -4.50
O5 -6.41 0.59 -2.44
C16 -3.09 -0.02 -1.80
C17 -2.34 0.84 -0.99
C18 -1.27 1.70 -1.61
O6 -0.45 2.30 -0.98
C19 -1.24 1.81 -3.08
Br1 -0.14 3.12 -3.87
C20 -1.96 1.00 -3.84
C21 -2.79 -0.06 -3.26
O7 -3.20 -0.90 -4.02
H1 0.41 -0.96 1.38
H2 1.52 -0.46 2.67
H3 1.94 -0.22 0.98
H4 1.06 1.82 2.38
H5 0.61 1.62 0.71
H6 -1.09 1.69 3.07
H7 -1.28 0.14 2.32
H8 -3.14 0.80 2.97
H9 -4.27 -0.52 2.93
H10 -3.63 3.03 2.26
H11 -5.31 4.85 2.33
H12 -7.71 4.31 2.57
H13 -8.42 2.00 2.81
H14 -6.77 0.16 2.79
H15 -4.10 -3.43 0.61
H16 -5.62 -3.91 0.13
H17 -7.57 -1.13 0.46
H18 -5.43 -2.54 -1.50
H19 -4.31 -2.28 -2.80
H20 -5.38 -1.54 -4.74
H21 -6.42 0.60 -1.47
H22 -1.93 1.08 -4.91
C22 4.13 1.22 -0.41
C23 5.48 1.65 -0.96
C24 6.22 0.58 -1.77
C25 6.33 -0.82 -1.19
N2 7.30 -1.06 -0.03
C26 6.54 -1.69 1.13
C27 6.54 -3.17 0.80
C28 7.98 -3.40 0.33
C29 8.35 -2.11 -0.41
C30 7.99 0.17 0.47
H23 4.20 0.36 0.27
H24 3.67 2.03 0.15
H25 3.45 0.95 -1.22
H26 6.10 2.02 -0.14
H27 5.34 2.51 -1.61
H28 7.20 0.95 -2.08
H29 5.66 0.45 -2.70
H30 6.64 -1.49 -1.99
H31 5.35 -1.19 -0.88
H32 7.10 -1.49 2.04
H33 5.56 -1.24 1.20
H34 5.83 -3.40 0.01
H35 6.29 -3.78 1.66
H36 8.08 -4.28 -0.29
H37 8.64 -3.53 1.19
H38 8.35 -2.23 -1.49
H39 9.33 -1.74 -0.11
H40 7.27 0.81 0.96
H41 8.49 0.67 -0.36
H42 8.74 -0.14 1.20

***

ORCA calculation (ωB97M-V with the def2-TZVPD basis set) on C24H23IIrN5O2S as an isolated structure in a non-equilibrium geometry.

Properties
- net charge = +2
- molar mass (g/mol) = 764.67
- spin multiplicity = 1
- LUMO (spin up / spin down) (eV) = -7.35 / -7.43

Atoms and positions in Å:
Ir1 0.47 0.06 0.21
C1 2.30 -2.89 0.26
C2 1.40 -2.88 1.45
C3 1.45 -3.93 2.37
C4 0.66 -3.89 3.50
C5 -0.18 -2.80 3.69
C6 -0.22 -1.80 2.72
N1 0.57 -1.85 1.63
C7 -1.12 -0.65 2.84
C8 -2.17 -0.61 3.76
C9 -2.95 0.53 3.83
C10 -2.70 1.58 2.96
C11 -1.68 1.45 2.02
N2 -0.90 0.36 2.00
C12 -1.41 2.45 0.98
C13 -2.28 3.51 0.75
C14 -2.01 4.38 -0.31
C15 -0.86 4.19 -1.04
C16 0.00 3.14 -0.72
C17 1.28 2.98 -1.46
N3 -0.31 2.27 0.23
H1 2.69 -3.89 0.08
H2 3.14 -2.23 0.45
H3 1.77 -2.55 -0.63
H4 2.10 -4.77 2.18
H5 0.69 -4.69 4.22
H6 -0.77 -2.72 4.58
H7 -2.38 -1.44 4.41
H8 -3.75 0.60 4.55
H9 -3.31 2.47 3.01
H10 -3.16 3.67 1.36
H11 -2.69 5.18 -0.54
H12 -0.61 4.86 -1.86
H13 1.74 3.96 -1.63
H14 1.09 2.54 -2.44
H15 1.97 2.36 -0.90
O1 2.63 0.12 -0.42
N4 3.08 -0.13 -1.62
C18 4.41 -0.16 -1.83
C19 4.92 -0.40 -3.08
C20 4.06 -0.62 -4.16
C21 2.70 -0.61 -3.93
C22 2.21 -0.37 -2.64
S1 0.52 -0.41 -2.30
H16 5.03 0.01 -0.96
H17 5.99 -0.43 -3.22
H18 4.45 -0.80 -5.15
H19 1.99 -0.79 -4.72
N5 -2.71 -1.65 -1.94
C23 -2.70 -0.48 -1.32
O2 -1.83 -0.10 -0.54
C24 -3.86 0.46 -1.61
I1 -5.72 -0.40 -0.94
H20 -1.96 -2.31 -1.81
H21 -3.46 -1.92 -2.56
H22 -3.94 0.66 -2.67
H23 -3.70 1.39 -1.06

***

ORCA calculation (ωB97M-V with the def2-TZVPD basis set) on C5H6GaO4 as an isolated structure in a non-equilibrium geometry.

Properties
- net charge = +2
- molar mass (g/mol) = 199.82
- spin multiplicity = 2
- LUMO (spin up / spin down) (eV) = -12.53 / -12.37

Atoms and positions in Å:
C1 1.00 0.22 -3.15
H1 1.07 1.31 -3.23
H2 0.97 -0.32 -4.10
C2 1.08 -0.42 -1.96
H3 0.89 -1.50 -1.96
H4 -0.16 1.63 -0.29
C3 0.51 0.82 0.02
C4 -0.05 -0.14 0.93
O1 -1.31 0.06 1.33
C5 -1.68 -0.34 2.58
O2 -0.93 -0.65 3.45
O3 -3.00 -0.33 2.60
O4 1.78 1.07 0.14
H5 0.43 -1.10 1.16
H6 -3.32 -0.58 3.48
Ga1 2.72 0.27 -1.02